P.
DFT (wB97M-V/def2-TZVPD) results for a 6-piece molecular cluster, CH13O5S overall.

Computed properties:
HOMO level: -3.523 eV
net charge: -1

Positions of all 20 atoms, in Å:
C (0.28146, 1.73758, -2.09965)
S (-0.68051, 0.44646, -1.52849)
H (0.68276, 1.54808, -3.11893)
H (1.17357, 1.93209, -1.53935)
H (-0.34837, 2.61353, -2.16612)
H (-1.38272, 1.50053, 1.66278)
H (-2.33398, 0.33925, 1.89798)
O (-2.08882, 1.24082, 2.25846)
H (0.58277, 1.62643, 2.46806)
H (1.32983, 1.35183, 1.06721)
O (1.12072, 2.00671, 1.74882)
H (1.16880, -3.13368, -1.22627)
H (-0.15288, -2.43477, -1.32247)
O (0.24158, -3.22975, -0.97666)
H (1.10243, -0.29058, -0.78029)
H (1.46679, -0.99093, 0.46564)
O (1.89540, -0.43200, -0.13970)
H (-0.87840, -1.17276, 1.37937)
H (-0.09779, -2.31657, 0.94495)
O (-0.30805, -1.85344, 1.77423)

Q.
DFT (wB97M-V/def2-TZVPD) results for a 6-piece molecular cluster, CH13O5S overall.

Computed properties:
HOMO level: -4.053 eV
net charge: -1

Positions of all 20 atoms, in Å:
C (-1.10473, 0.40138, -1.33645)
S (-0.25740, -0.64300, -0.27314)
H (-0.77510, 1.55282, -1.35689)
H (-2.20575, 0.41033, -1.17806)
H (-1.08671, 0.31882, -2.47161)
H (0.77663, 0.71444, 0.80654)
H (0.56722, 2.28564, 0.59970)
O (0.98371, 1.64861, 1.18684)
H (3.01670, 2.09241, 0.86162)
H (4.05023, 0.98794, 0.88889)
O (3.95884, 1.92320, 0.97420)
H (1.67288, -1.05459, -1.00113)
H (2.92610, -0.23321, -1.03255)
O (2.67792, -1.12060, -1.21445)
H (-3.79539, -3.89637, -1.19127)
H (-2.87874, -2.68562, -1.24241)
O (-3.39832, -3.18551, -0.65004)
H (-1.83543, -0.17271, 1.79125)
H (-1.23607, 0.31504, 3.24093)
O (-2.05657, 0.34098, 2.59802)

Unit: kJ/mol. Relative energies: P 0.0; Q 46.7.

P.
DFT (wB97M-V/def2-TZVPD) results for one molecule with the formula C16H19NO4S.

Computed properties:
HOMO level: -8.062 eV
SMILES string: COc1ccc(S(=O)(=O)Nc2cc(C)ccc2OC)cc1C
net charge: 0

Positions of all 41 atoms, in Å:
C (-5.27021, 0.04343, -1.99603)
H (-5.50037, 1.11055, -2.07074)
O (-4.71427, -0.27937, -0.74327)
C (-3.54535, 0.30329, -0.37314)
C (-2.82973, 1.20232, -1.15875)
C (-1.64318, 1.74272, -0.69000)
C (-1.17994, 1.38177, 0.55523)
C (-1.88376, 0.49341, 1.34882)
C (-3.06876, -0.05952, 0.90178)
C (-3.85518, -1.02469, 1.73017)
H (-4.85391, -0.63181, 1.91271)
H (-3.36213, -1.20699, 2.68019)
H (-3.97163, -1.96679, 1.19693)
H (-1.48531, 0.24623, 2.32097)
S (0.34831, 2.08347, 1.14499)
O (0.28137, 3.51242, 1.04923)
O (0.68973, 1.49169, 2.40567)
N (1.43450, 1.62426, -0.05500)
C (2.09832, 0.40018, -0.00123)
C (1.45160, -0.73966, 0.43780)
C (2.10452, -1.96781, 0.47979)
C (3.42011, -2.03354, 0.05754)
C (4.08354, -0.90118, -0.39557)
C (3.43794, 0.32135, -0.42553)
O (3.99517, 1.50466, -0.84596)
C (5.34380, 1.49686, -1.24291)
H (5.57834, 2.52663, -1.50852)
H (5.50225, 0.85363, -2.11474)
H (6.00057, 1.17481, -0.42861)
H (5.11042, -0.98943, -0.71336)
H (3.94816, -2.97530, 0.07905)
C (1.37923, -3.17795, 0.98596)
H (1.97400, -4.07645, 0.84332)
H (0.42935, -3.29823, 0.46789)
H (1.16699, -3.06778, 2.04864)
H (0.42719, -0.66323, 0.76327)
H (2.02549, 2.38724, -0.35193)
H (-1.07842, 2.44462, -1.28109)
H (-3.18749, 1.48884, -2.13449)
H (-4.60708, -0.24567, -2.81718)
H (-6.19419, -0.52896, -2.06191)

Q.
DFT (wB97M-V/def2-TZVPD) results for C16H19NO4S as an isolated structure.

Computed properties:
HOMO level: -7.890 eV
net charge: 0

Positions of all 41 atoms, in Å:
C (3.42793, 1.19627, -0.40784)
C (2.06754, 1.97957, -0.86334)
H (2.04493, 3.02982, -0.81186)
H (1.85553, 1.63870, -1.96706)
O (1.12138, 1.61587, -0.23568)
C (0.31874, 2.34751, 0.36972)
O (0.50916, 3.47453, 0.17740)
C (-0.90201, 1.79076, 1.11764)
C (-1.33646, 0.45432, 1.00045)
N (-0.98585, -0.45766, 0.21372)
C (0.00862, -1.21625, 0.01823)
C (0.24988, -2.11196, -1.16526)
C (-0.62803, -2.27956, -1.92486)
O (-2.00038, -2.02770, -1.61314)
H (-1.95937, -1.24461, -1.03386)
C (-0.44296, -3.55517, -2.83969)
C (0.77242, -4.28765, -2.54600)
C (1.96922, -3.56682, -2.32531)
C (1.54237, -2.48110, -1.21861)
O (2.66687, -2.22400, -0.51127)
H (2.72546, -4.14714, -2.22612)
H (2.14461, -3.17483, -3.19837)
H (0.72419, -5.17012, -3.34627)
H (0.47517, -5.10815, -1.57384)
H (-1.72704, -4.02287, -3.16046)
H (-0.43303, -2.89656, -3.79674)
H (1.16193, -0.72042, 0.58819)
S (-2.81019, 0.12031, 2.17305)
C (-2.44943, 1.69602, 2.83469)
C (-1.52942, 2.52871, 2.27021)
C (-1.42001, 3.89588, 2.56992)
H (-0.68127, 4.44353, 1.72948)
H (-2.26948, 4.47978, 2.69473)
H (-0.71406, 4.02715, 3.51062)
C (-3.41794, 2.22472, 3.85047)
H (-3.09073, 2.46689, 4.82997)
H (-4.20698, 3.12146, 3.41152)
H (-4.02476, 1.26601, 4.39660)
H (3.64528, 1.46339, 0.51355)
H (4.19411, 1.28487, -1.14949)
H (3.40407, 0.14650, -0.35509)

Unit: kJ/mol. Relative energies: P 0.0; Q 1292.8.

P.
DFT (wB97M-V/def2-TZVPD) results for an isolated ion of composition C9H12N3 and charge +1.

Computed properties:
HOMO level (spin up / spin down): -12.173 / -12.173 eV
SMILES string: NCC[n+]1c[nH]c2ccccc21
net charge: +1

Positions of all 24 atoms, in Å:
C (1.29953, -1.04864, -3.19903)
C (0.17258, -0.21301, -3.25640)
C (1.80855, -1.46186, -1.99253)
C (-0.47646, 0.21591, -2.12501)
C (1.17179, -1.02157, -0.83098)
C (0.01915, -0.18829, -0.87443)
C (-1.52613, 0.81641, 0.89647)
C (-1.11770, 1.62090, 2.14063)
C (0.73900, -0.82682, 1.38628)
N (1.51045, -1.30583, 0.47096)
N (-0.43321, 0.10359, 0.34407)
N (-0.71850, 0.72814, 3.22061)
H (1.76373, -1.36811, -4.11744)
H (-0.19103, 0.09780, -4.22253)
H (2.67225, -2.10488, -1.93564)
H (-1.34746, 0.84830, -2.18458)
H (-2.33333, 0.12090, 1.16072)
H (-1.89320, 1.50483, 0.12899)
H (-0.26178, 2.25400, 1.89488)
H (-1.96251, 2.27182, 2.40389)
H (0.63421, -0.66279, 2.43727)
H (2.32608, -1.87866, 0.68148)
H (-0.32832, 1.26594, 3.98744)
H (-1.52771, 0.23191, 3.58486)

Q.
DFT (wB97M-V/def2-TZVPD) results for C9H12N3 as an isolated structure.

Computed properties:
HOMO level: -13.651 eV
net charge: +1

Positions of all 24 atoms, in Å:
C (-2.48051, -0.95557, 0.65792)
C (-2.29362, 0.33549, 0.38776)
C (-1.58676, -1.89956, 0.05859)
C (-0.28309, 2.54848, -0.27178)
C (0.83642, 1.65885, 0.35386)
C (-1.50219, 0.71740, -0.85610)
C (-0.38873, -0.31939, -1.09540)
C (2.77137, -1.04747, -0.18894)
C (1.73462, -0.48623, 0.85420)
N (-1.24988, 2.12388, -0.92652)
N (-0.53802, -1.60600, -0.71441)
N (0.79643, 0.40320, 0.26507)
H (-3.04556, -1.12583, 1.58428)
H (-2.85650, 1.17782, 0.76912)
H (-1.74844, -2.96912, 0.13536)
H (-0.07660, 3.69850, -0.27550)
H (1.42314, 2.33951, 0.89771)
H (-2.17331, 0.37610, -1.63272)
H (0.19306, -0.24309, -1.97807)
H (2.24570, -1.08097, -1.12716)
H (3.55811, -0.31412, -0.19794)
H (3.12531, -2.02071, 0.14787)
H (2.40473, -0.12310, 1.74087)
H (1.13431, -1.18806, 1.41192)

Unit: kJ/mol. Relative energies: P 0.0; Q 258.2.

P.
DFT (wB97M-V/def2-TZVPD) results for C28H39ClN5O4SZr as an isolated structure.

Computed properties:
HOMO level: -10.377 eV
net charge: +1

Positions of all 79 atoms, in Å:
Zr (-0.02492, -0.21782, -0.37197)
C (1.87393, -3.17939, -2.11308)
C (1.52597, -2.75610, -0.71228)
C (2.40296, -1.95946, 0.03329)
C (2.09553, -1.57606, 1.33441)
C (0.92210, -2.02421, 1.93507)
C (0.05963, -2.83958, 1.21701)
C (0.34372, -3.18130, -0.10209)
H (2.39770, -4.13681, -2.09401)
H (2.52515, -2.45141, -2.59635)
H (0.97983, -3.29891, -2.72306)
H (3.32684, -1.63541, -0.42748)
H (2.77494, -0.94383, 1.89022)
H (0.67058, -1.72757, 2.93816)
H (-0.86212, -3.17626, 1.66851)
H (-0.35329, -3.79569, -0.66055)
Cl (-6.57858, -2.97681, -2.47164)
C (-5.14145, -2.40618, -1.68828)
C (-5.06647, -2.39623, -0.29228)
C (-3.93195, -1.94297, 0.33240)
C (-2.82880, -1.45137, -0.39151)
O (-1.77294, -1.07440, 0.28661)
C (-2.88459, -1.52498, -1.80777)
C (-1.80913, -1.27118, -2.74086)
O (-0.64069, -0.92048, -2.55346)
C (-4.06735, -1.99141, -2.42402)
H (-5.90593, -2.75288, 0.28950)
H (-3.86435, -1.92325, 1.41184)
H (-2.10098, -1.43762, -3.78696)
H (-4.11598, -2.03628, -3.50479)
O (-1.00203, 1.03737, -1.06374)
C (0.24976, 2.22507, 4.86409)
N (0.14051, 2.61927, 3.46244)
C (0.02010, 3.91457, 3.08241)
C (-0.09241, 4.25580, 1.78543)
C (-0.08806, 3.19834, 0.81797)
N (0.03426, 1.93447, 1.18678)
C (0.14220, 1.60824, 2.50682)
O (0.27423, 0.44399, 2.85892)
N (-0.23758, 3.49437, -0.46992)
H (0.28969, 3.12259, 5.47519)
H (1.15080, 1.63501, 5.01334)
H (-0.60788, 1.62038, 5.15057)
H (0.01448, 4.64568, 3.87922)
H (-0.22012, 5.28511, 1.48800)
H (-0.08855, 4.44041, -0.76897)
H (-0.21384, 2.73987, -1.14694)
C (6.54596, 2.84871, 0.39464)
C (6.10184, 2.03938, 1.60977)
C (4.65218, 2.25100, 2.04590)
C (3.59340, 1.77775, 1.05852)
N (3.46826, 2.69960, -0.06435)
C (2.91886, 2.42168, -1.25271)
S (2.32525, 0.87280, -1.64830)
N (2.93348, 3.39801, -2.16154)
C (2.39219, 3.33317, -3.51962)
C (3.17196, 4.24468, -4.45833)
C (4.52875, 3.70514, -4.90904)
C (5.56312, 3.52235, -3.80197)
H (7.62041, 2.75246, 0.24218)
H (6.33297, 3.91307, 0.53110)
H (6.05534, 2.51853, -0.52142)
H (6.74582, 2.28790, 2.45578)
H (6.25762, 0.97398, 1.41548)
H (4.48146, 3.30832, 2.28597)
H (4.48375, 1.70686, 2.97829)
H (2.63014, 1.67336, 1.55293)
H (3.85850, 0.80078, 0.65248)
H (3.73563, 3.65589, 0.11740)
H (3.33683, 4.28346, -1.89201)
H (1.33662, 3.61617, -3.49925)
H (2.44413, 2.29891, -3.85395)
H (3.29362, 5.23127, -3.99343)
H (2.54869, 4.40938, -5.33896)
H (4.92860, 4.38952, -5.65987)
H (4.37295, 2.75161, -5.42130)
H (5.68533, 4.43932, -3.21806)
H (6.53680, 3.27619, -4.22462)
H (5.29254, 2.71702, -3.11764)

Q.
DFT (wB97M-V/def2-TZVPD) results for C28H39ClN5O4SZr as an isolated structure.

Computed properties:
HOMO level: -10.369 eV
net charge: +1

Positions of all 79 atoms, in Å:
Zr (-0.03768, 1.04949, -0.16230)
C (2.06856, 5.52713, 0.62191)
C (1.21899, 4.49747, 1.31424)
C (1.77508, 3.31873, 1.79474)
C (1.00071, 2.38557, 2.48323)
C (-0.35978, 2.61339, 2.67099)
C (-0.93197, 3.77777, 2.16310)
C (-0.14718, 4.70846, 1.50221)
H (2.47949, 6.23648, 1.34276)
H (1.48522, 6.10043, -0.09871)
H (2.91425, 5.06623, 0.10775)
H (2.83384, 3.12969, 1.65507)
H (1.46421, 1.50597, 2.90626)
H (-0.95885, 1.90677, 3.23115)
H (-1.99144, 3.95695, 2.29401)
H (-0.60151, 5.61564, 1.12066)
Cl (-7.47468, 3.26456, -0.95428)
C (-5.82509, 2.76010, -0.78604)
C (-4.80438, 3.70414, -0.79771)
C (-3.49015, 3.29534, -0.66088)
C (-3.16827, 1.94478, -0.50915)
O (-1.90019, 1.59813, -0.35825)
C (-4.19713, 0.99808, -0.50314)
C (-3.97589, -0.44980, -0.34848)
O (-2.91395, -0.99738, -0.15196)
C (-5.52141, 1.42224, -0.64288)
H (-5.04519, 4.75248, -0.91211)
H (-2.68283, 4.01755, -0.66758)
H (-4.90448, -1.05008, -0.42006)
H (-6.31608, 0.68598, -0.64165)
O (0.26001, -0.34180, -1.23621)
C (1.75379, 4.59208, -3.11430)
N (2.37636, 3.45198, -2.43368)
C (3.63166, 3.01568, -2.73655)
C (4.14939, 1.88962, -2.20271)
C (3.32233, 1.15932, -1.29311)
N (2.15903, 1.67198, -0.91084)
C (1.63624, 2.74618, -1.53032)
O (0.45375, 3.03141, -1.26686)
N (3.67363, -0.02133, -0.78984)
H (2.48827, 5.04295, -3.77498)
H (1.42100, 5.31930, -2.37863)
H (0.89580, 4.25077, -3.68903)
H (4.17931, 3.61560, -3.44966)
H (5.13574, 1.55371, -2.48100)
H (4.50044, -0.48593, -1.12367)
H (2.95210, -0.58135, -0.35162)
C (1.50593, -3.97369, -3.60769)
C (0.43860, -3.34953, -2.71961)
C (0.04742, -4.26253, -1.55857)
C (-0.99381, -3.65483, -0.62343)
N (-0.44152, -2.51702, 0.12083)
C (-0.49464, -2.18782, 1.39384)
S (0.03897, -0.59630, 1.91857)
N (-0.91999, -2.94077, 2.41412)
C (-1.31584, -4.34768, 2.48523)
C (-0.18221, -5.32812, 2.17971)
C (0.79055, -5.56759, 3.33431)
C (1.56530, -4.33402, 3.79074)
H (1.76578, -3.32126, -4.44101)
H (1.16621, -4.92379, -4.02509)
H (2.41820, -4.17413, -3.04074)
H (-0.45545, -3.13193, -3.31080)
H (0.78584, -2.38414, -2.34504)
H (0.93677, -4.53812, -0.98301)
H (-0.36309, -5.19514, -1.95647)
H (-1.37375, -4.40559, 0.04996)
H (-1.83873, -3.27081, -1.19924)
H (-0.14068, -1.74005, -0.48452)
H (-0.86175, -2.45246, 3.29156)
H (-2.17727, -4.51927, 1.84343)
H (-1.67089, -4.50201, 3.50513)
H (0.37170, -4.97910, 1.30353)
H (-0.63703, -6.28077, 1.89657)
H (1.49979, -6.33656, 3.02151)
H (0.24225, -5.99071, 4.18104)
H (2.03450, -3.82494, 2.94507)
H (2.35101, -4.61151, 4.49270)
H (0.92674, -3.61022, 4.29744)

Unit: kJ/mol. Relative energies: P 110.7; Q 0.0.